# 1
The following is a quantum chemistry calculation of C28H40CaIN2O2P4S2 as an isolated structure in a non-equilibrium geometry, from OMol25.

Calculated values
LUMO energy in eV: -2.6
ΔE to the lowest compared entry with this formula, charge and spin in eV: 1.830

Structure (ORCA input):
```
! RIJCOSX wB97M-V def2-TZVPD def2/J DEFGRID3
* xyz 1 1
Ca 1.168 -0.143 0.186
C 2.790 -2.587 2.957
P 1.276 -2.536 1.920
C 0.177 -3.660 2.883
C 1.778 -3.704 0.577
C 0.731 -3.869 -0.532
P -0.092 -2.275 -1.040
C -1.838 -2.701 -0.659
C -0.072 -2.419 -2.862
H 3.126 -3.615 3.094
H 2.594 -2.143 3.934
H 3.572 -2.012 2.461
H -0.128 -3.190 3.819
H 0.709 -4.584 3.106
H -0.719 -3.891 2.306
H 2.020 -4.670 1.028
H 2.691 -3.297 0.154
H -0.050 -4.563 -0.215
H 1.211 -4.303 -1.410
H -2.116 -3.651 -1.114
H -2.479 -1.911 -1.045
H -1.974 -2.765 0.422
H -0.482 -3.373 -3.194
H 0.956 -2.319 -3.214
H -0.650 -1.598 -3.283
C -2.362 -0.191 2.670
P -0.723 0.555 2.284
C 0.127 0.306 3.899
C -1.066 2.356 2.398
C -1.921 2.856 3.380
C -2.163 4.213 3.489
C -1.548 5.096 2.611
C -0.696 4.612 1.635
C -0.441 3.246 1.513
P 0.711 2.628 0.217
C 0.231 3.634 -1.241
C 2.258 3.491 0.708
H -2.648 -0.014 3.706
H -2.301 -1.267 2.502
H -3.121 0.226 2.007
H -0.413 0.822 4.691
H 1.145 0.693 3.841
H 0.171 -0.760 4.126
H -2.416 2.181 4.068
H -2.835 4.583 4.253
H -1.737 6.159 2.688
H -0.228 5.313 0.955
H 0.494 4.682 -1.107
H -0.842 3.546 -1.418
H 0.755 3.242 -2.113
H 2.055 4.537 0.933
H 2.973 3.431 -0.115
H 2.697 3.006 1.579
O 3.880 -1.524 -0.275
S 3.665 -0.103 -0.369
O 3.173 0.457 0.894
N 2.559 0.265 -1.495
C 3.115 0.970 -2.510
S 2.280 1.573 -3.794
C 4.580 1.168 -2.337
C 5.476 1.704 -3.247
C 6.823 1.727 -2.912
C 7.275 1.232 -1.692
C 6.384 0.691 -0.775
C 5.049 0.686 -1.120
H 5.114 2.076 -4.195
H 7.536 2.130 -3.618
H 8.330 1.252 -1.457
H 6.721 0.297 0.175
I -4.188 3.247 0.278
C -3.669 1.938 -1.278
C -4.427 1.883 -2.436
C -4.029 1.009 -3.434
C -2.901 0.230 -3.227
N -2.177 0.280 -2.112
C -2.555 1.121 -1.155
H -5.302 2.508 -2.554
H -4.586 0.936 -4.358
H -2.565 -0.464 -3.990
H -1.938 1.134 -0.260
*
```

---

# 2
The following is a quantum chemistry calculation of C18H45BrCuN5O2P2Se as an isolated structure, from OMol25.

Calculated values
LUMO energy (spin up / spin down) in eV: -2.4 / -3.2
ΔE to the lowest compared entry with this formula, charge and spin in eV: 0.255
⟨S²⟩: 0.754

Structure (ORCA input):
```
! RIJCOSX wB97M-V def2-TZVPD def2/J DEFGRID3
* xyz 1 2
Cu -0.136 -0.198 -0.319
Se 4.025 1.448 0.683
C 2.697 0.668 -0.244
N 1.838 0.163 -0.844
C -2.458 5.489 -1.910
C -1.271 4.727 -2.482
N -0.611 3.853 -1.512
C 0.388 4.462 -0.634
C -0.109 4.764 0.776
C -0.922 2.546 -1.386
C -1.915 1.951 -2.341
N -0.396 1.779 -0.482
H -2.932 6.086 -2.689
H -2.149 6.164 -1.113
H -3.203 4.804 -1.503
H -0.518 5.426 -2.849
H -1.578 4.138 -3.343
H 0.711 5.383 -1.118
H 1.269 3.813 -0.601
H -0.948 5.458 0.754
H 0.693 5.228 1.352
H -0.426 3.868 1.310
H -1.496 1.911 -3.348
H -2.831 2.538 -2.381
H -2.169 0.947 -2.015
H 0.262 2.247 0.129
N -2.594 0.410 3.256
C -1.326 -0.262 3.668
P -0.009 0.912 3.104
O -0.643 2.252 3.257
O 0.603 0.432 1.829
C 1.388 0.744 4.303
N 2.576 1.345 3.622
H -2.431 1.430 3.341
H -3.402 0.115 3.798
H -2.761 0.186 2.241
H -1.259 -1.226 3.169
H -1.332 -0.390 4.750
H 1.613 -0.303 4.504
H 1.210 1.271 5.237
H 3.460 1.085 4.058
H 2.523 2.364 3.612
H 2.655 1.076 2.605
Br -2.486 -0.641 0.237
C -1.931 -3.790 -1.520
C -0.670 -3.869 -0.659
C -1.030 -4.082 0.813
P 0.463 -2.424 -0.841
C 2.057 -2.940 -0.033
C 2.352 -4.441 -0.062
C 2.196 -2.414 1.397
C 0.896 -2.269 -2.634
C 1.175 -3.578 -3.372
C -0.132 -1.406 -3.369
H -2.556 -4.659 -1.308
H -1.704 -3.803 -2.584
H -2.515 -2.898 -1.300
H -0.084 -4.729 -0.998
H -1.636 -3.253 1.179
H -0.149 -4.177 1.447
H -1.613 -4.999 0.916
H 2.804 -2.424 -0.645
H 1.675 -4.992 0.592
H 3.365 -4.609 0.308
H 2.289 -4.877 -1.056
H 1.540 -2.957 2.081
H 1.962 -1.355 1.464
H 3.223 -2.568 1.735
H 1.824 -1.691 -2.591
H 0.332 -4.268 -3.331
H 2.053 -4.088 -2.982
H 1.367 -3.363 -4.424
H -1.122 -1.861 -3.390
H 0.189 -1.258 -4.402
H -0.221 -0.419 -2.910
*
```

---

# 3
The following is a quantum chemistry calculation of C32H38O2P2S2V as an isolated structure, from OMol25.

Calculated values
LUMO energy (spin up / spin down) in eV: 2.6 / 2.6
⟨S²⟩: 2.177

Structure (ORCA input):
```
! RIJCOSX wB97M-V def2-TZVPD def2/J DEFGRID3
* xyz -1 3
V 0.633 0.951 1.724
C -0.108 4.274 1.073
C 0.246 3.218 2.082
C 1.613 2.850 2.242
C 1.984 1.907 3.249
C 1.002 1.226 3.953
C -0.368 1.414 3.643
C -0.726 2.486 2.740
H -1.175 4.501 1.097
H 0.164 3.936 0.070
H 0.446 5.194 1.271
H 2.378 3.321 1.644
H 3.028 1.655 3.374
H 1.284 0.440 4.642
H -1.135 0.906 4.208
H -1.770 2.719 2.573
C 5.413 -1.224 -2.172
C 4.711 -1.102 -0.833
O 3.438 -0.472 -0.967
P 3.257 1.139 -0.898
S 1.276 1.339 -0.727
S 4.537 1.973 0.316
O 3.637 1.610 -2.404
C 2.871 1.113 -3.510
C 2.055 2.235 -4.118
H 6.344 -1.784 -2.052
H 5.651 -0.236 -2.569
H 4.780 -1.748 -2.890
H 5.321 -0.539 -0.124
H 4.504 -2.088 -0.411
H 2.215 0.303 -3.186
H 3.588 0.708 -4.229
H 1.327 2.590 -3.388
H 1.521 1.879 -5.002
H 2.703 3.065 -4.407
C -4.241 -1.504 -0.528
C -3.886 -1.507 0.941
C -4.880 -1.942 1.821
C -4.672 -2.050 3.184
C -3.427 -1.734 3.706
C -2.437 -1.279 2.854
C -2.642 -1.133 1.477
P -1.111 -0.499 0.639
C -1.649 0.039 -1.033
C -1.077 -0.525 -2.175
C -1.383 -0.055 -3.440
C -2.260 1.009 -3.586
C -2.804 1.600 -2.458
C -2.506 1.139 -1.178
C -3.128 1.849 -0.002
C -0.214 -2.062 0.364
C -0.778 -3.156 -0.300
C -0.041 -4.302 -0.522
C 1.278 -4.355 -0.071
C 1.820 -3.288 0.617
C 1.085 -2.118 0.882
C 1.647 -1.001 1.717
H -4.995 -2.268 -0.719
H -3.387 -1.695 -1.168
H -4.656 -0.542 -0.839
H -5.844 -2.223 1.409
H -5.470 -2.396 3.829
H -3.229 -1.835 4.766
H -1.459 -1.018 3.244
H -0.366 -1.332 -2.065
H -0.923 -0.509 -4.310
H -2.502 1.392 -4.570
H -3.470 2.451 -2.563
H -2.967 2.926 -0.088
H -2.705 1.528 0.945
H -4.207 1.674 0.035
H -1.801 -3.102 -0.655
H -0.481 -5.144 -1.044
H 1.874 -5.243 -0.249
H 2.838 -3.343 0.986
H 2.681 -0.826 1.388
H 1.731 -1.379 2.747
*
```

---

# 4
The following is a quantum chemistry calculation of C14H30InN2O2P2 as an isolated structure in a non-equilibrium geometry, from OMol25.

Calculated values
LUMO energy (spin up / spin down) in eV: -6.5 / -6.6
ΔE to the lowest compared entry with this formula, charge and spin in eV: 1.437
⟨S²⟩: 0.752

Structure (ORCA input):
```
! RIJCOSX wB97M-V def2-TZVPD def2/J DEFGRID3
* xyz 2 2
C 1.513 0.123 -2.820
C 1.094 1.541 -2.528
N 0.538 1.798 -1.323
C 0.176 3.037 -0.966
C 0.308 4.097 -1.875
C 0.856 3.855 -3.129
C 1.281 2.551 -3.474
C -0.135 3.296 0.491
P -1.142 1.851 1.158
H 1.760 2.273 -4.425
H 0.017 5.106 -1.596
H 0.995 4.635 -3.877
C -0.591 -1.165 -3.071
C 1.317 -2.178 -1.974
H -0.751 4.254 0.633
H 2.523 -0.084 -2.438
H 1.526 -0.102 -3.893
C -2.773 2.682 1.438
C -0.589 1.967 2.884
H -3.452 2.173 2.088
H -2.617 3.683 1.835
H -3.287 2.819 0.498
H -0.481 0.994 3.349
H 0.387 2.427 2.955
H -1.227 2.552 3.551
H 1.756 -2.640 -2.881
H 2.146 -1.960 -1.286
H 0.662 -2.915 -1.493
H -0.339 -1.522 -4.079
H -1.247 -1.911 -2.621
H -1.160 -0.253 -3.179
In 0.409 -0.209 -0.014
H -1.497 0.493 0.269
O 2.311 0.068 0.760
H 0.753 3.538 1.079
H 2.536 0.611 -0.011
N 0.581 -0.909 -2.208
C -1.683 -2.639 3.182
P -0.294 -2.946 2.118
C 1.170 -3.456 2.990
C -0.447 -4.192 0.859
O 0.024 -1.590 1.497
H -1.686 -3.343 4.028
H -2.649 -2.745 2.655
H -1.664 -1.622 3.623
H 1.052 -4.476 3.379
H 1.982 -3.437 2.241
H 1.394 -2.746 3.797
H -1.043 -3.849 0.005
H 0.578 -4.429 0.528
H -0.891 -5.107 1.273
*
```